# 1
Formula: C38H48Br32F2N4O5PSSi
Source: the Open Molecules 2025 dataset
Level of theory: the ωB97M-V functional and the def2-TZVPD basis

Cartesian coordinates (Å):
H 2.3373 -5.4824 -0.2265
Br -2.7376 1.9740 3.4435
Br 7.4849 9.2759 -3.1511
O -1.4871 -6.8322 -0.3586
Br -9.0596 -2.9962 1.6950
H 2.9378 4.0476 -0.2996
Br 8.4964 -5.4136 8.2855
C -7.9694 -1.7943 2.7584
C -5.3677 5.8111 2.2473
Br -6.2652 -11.6743 -4.4497
H 4.2633 0.3171 0.9950
N 0.6418 -1.3705 -1.3176
H 3.4186 -3.3930 -0.6800
C 2.2672 -3.3574 -0.8442
C -4.4789 4.7155 1.5735
C 7.0873 7.3803 -3.0113
H -3.6655 4.2186 2.2111
C -0.9532 -3.6239 5.4412
C -2.0628 0.3890 -7.3130
H -4.9984 -4.7725 -2.2825
H -5.1518 6.0518 3.3501
Br -2.1805 -3.2315 3.9897
C 8.6747 -6.1189 6.4869
F 0.9862 2.7453 0.4856
H -4.3218 2.7740 5.1921
H -1.0078 0.6016 -7.4856
H 9.5008 -6.8293 6.5034
H 8.0424 6.8554 -2.9965
C -6.6425 6.0216 -0.0917
H -1.0416 1.0310 -0.1523
H -0.4712 -4.5873 0.6794
C 4.5346 2.4195 0.4060
Br 7.0934 -7.0998 5.9365
Br -3.3201 -10.4449 -4.0668
N 0.3343 0.0409 -3.1809
H -0.1409 -0.7808 -3.6228
H 0.3426 -7.1009 0.6491
H 7.2082 5.9387 0.1262
H 1.9695 -4.3862 1.1816
H -3.9130 3.1413 -3.0954
C -5.7534 4.9170 -0.7904
Br 6.1769 6.9488 -1.3496
C -5.2272 -10.0861 -4.0456
H 7.9589 1.1441 1.2874
N 3.9863 1.1082 -1.8732
Br 5.7797 -3.9197 3.6881
H -1.1953 1.7869 -1.9267
C 0.8137 -0.0426 -1.9189
H -5.4838 -9.7874 -3.0294
Br 6.1077 6.7328 -4.5559
Si -3.4676 2.8258 -0.5283
P 1.4682 -1.4890 1.3345
H -7.4748 6.5247 -0.7153
H -1.5765 7.2636 -1.7077
C -6.4984 6.4687 1.3970
C 6.5538 5.0156 0.2029
C 7.0575 3.5815 0.6293
C -1.5628 3.1895 -0.2431
Br -1.8888 -4.0493 7.0856
C 4.0262 3.8447 -0.0221
C 1.7032 -4.5450 0.0630
Br -2.8386 -3.5882 -1.8961
F 0.9600 3.3631 -1.6939
Br -1.8468 7.1422 -4.1786
C -3.8909 2.2981 -2.3231
C -4.6214 4.2268 0.0962
Br -4.5386 -3.9826 -4.5967
C 3.0936 -0.9615 -0.9754
O 0.6717 0.0415 1.5205
H -7.1633 7.2460 1.9126
Br 3.7738 -1.5058 -2.8094
H -0.3923 -4.5135 5.1540
Br -3.4275 -6.5499 -3.0237
H -0.2086 -4.5366 -1.1704
Br -1.0634 -1.7403 -0.7281
H -1.2344 4.1687 -0.7248
H -5.9277 4.6092 -1.8869
Br 9.1435 -4.7326 5.2123
C -4.0791 -4.7323 -2.8668
C 3.5584 1.1149 0.5270
H 6.3961 0.5094 2.0950
Br -4.3915 0.3311 5.6561
Br -2.9275 2.0827 -6.9274
C 0.8298 2.1860 -0.8264
C -4.3506 1.9094 4.5293
Br 4.1278 -4.0334 6.4420
C 1.8004 -1.8351 -0.4927
S 0.5035 1.4646 -4.1389
H -3.0051 1.2982 1.4524
C 6.8282 0.9393 1.1134
Br -5.9610 2.0710 3.4607
H -0.1369 -0.0807 2.0780
Br -5.6937 -8.6040 -5.2074
C 2.9008 0.6746 -0.8761
C 3.5692 1.9760 -2.7281
H 1.9852 -3.6056 -1.9437
C -0.7861 1.8859 -0.8675
Br -2.9354 5.1833 -1.8713
C -2.4302 7.0018 -2.3327
H -4.9434 1.8010 -2.2775
H 2.8320 1.3619 1.3734
C 6.0910 2.3212 0.7063
H -1.8626 -6.7837 0.5584
H -0.7336 1.9293 -4.5832
H -3.1976 1.4645 -2.7490
C -3.8272 1.2911 0.6247
H 0.8674 -2.6864 3.0512
H 6.7653 0.2187 0.2250
Br -7.8285 -2.3863 4.6005
H -3.7261 0.2920 0.0697
Br -3.8423 8.2672 -1.9235
Br 2.6924 -4.8105 3.6729
H 3.9527 -1.3413 -0.2941
O 3.3054 2.9537 -3.4582
H 4.5496 6.1159 -0.4846
H 3.7455 -2.6739 4.3935
Br -2.1572 -0.8266 -5.8017
H -8.4772 -0.8301 2.7712
C 4.9802 5.1088 -0.1350
H 0.3777 -7.0447 -1.2785
Br -2.7513 -0.4226 -8.9334
O 2.8269 -1.5300 2.1042
H -4.8281 1.4157 1.1840
C 0.1830 -4.9977 -0.1779
N 1.5356 1.0097 -1.2082
H 8.1888 3.5024 0.8634
H -1.4610 3.2313 0.9159
Br -6.2247 -1.5058 1.9590
Br 0.3358 -2.1928 5.6932
O 0.4408 -2.5679 2.1538
C 4.0452 -3.7133 4.5305
C -0.0346 -6.5855 -0.3022

Cartesian forces (eV/Å) of the 2 atoms listed first:
H -0.836 1.710 0.356
Br 0.209 0.346 1.766

Strongest force on any atom in Eh/bohr: 0.1411
E_LUMO in eV: -5.0
Charge: +1
Frontier orbital gap in eV: 4.8


# 2
Formula: C42H30ClNO10P4
Source: the Open Molecules 2025 dataset
Level of theory: the ωB97M-V functional and the def2-TZVPD basis

Cartesian coordinates (Å):
H -13.2376 4.0104 -1.6437
C -8.7657 4.4238 -0.5554
C -8.1857 3.9751 -3.3995
O 5.1501 -2.9969 -1.6854
C -3.6523 3.5077 -5.8499
C 7.1478 0.0937 7.3859
O -1.6689 -0.6635 -4.6675
C 1.1706 2.5281 -2.0844
C -4.5908 1.4849 -6.7468
P 2.7190 -4.9415 -1.9303
C -9.5901 4.0101 -2.8968
H 5.8686 -5.6758 4.9329
C 6.6027 -3.3991 6.1110
H -12.7523 3.6947 -4.0479
C -12.2142 4.0157 -1.9943
C -5.0070 4.4561 -0.5962
C 0.2633 3.2800 -2.8100
Cl 1.2782 -2.0595 -0.7786
O -9.0082 4.6349 0.6132
C -1.6633 3.4733 -4.3635
H 7.0208 -7.8641 5.0057
C -7.3618 4.3666 -1.0550
C -7.0870 4.1312 -2.4038
H -5.5680 3.8523 -3.8810
C 8.8845 -1.3058 8.2849
H -5.3344 0.9886 -7.3559
H -5.3689 3.4501 -7.1249
H -3.7084 4.1331 -2.2776
H 3.6574 -2.5617 3.0073
P 1.8566 -3.9522 -0.2058
O 3.5011 -5.1651 1.8535
N 3.0115 -2.5642 2.2204
H -3.6110 -0.3395 -6.1741
H 9.7684 -1.4404 8.8924
C 8.2811 -0.0655 8.1758
C 7.2077 -2.2393 6.8263
H -10.4082 3.6901 -4.8440
H 5.7260 -0.8794 6.1041
H 2.6027 -5.3145 2.1805
C 0.2149 0.5033 -2.9598
O 4.2297 -3.4081 -4.0467
H 9.1096 -8.1170 6.3050
O 5.5658 -5.1962 -2.9021
C -0.6950 1.2517 -3.6940
O 10.0360 -3.8524 8.3908
C 7.4271 -7.0202 5.5470
H 1.8510 0.5560 -1.5810
C 8.4724 -4.8599 6.9408
C -11.1797 4.2039 -1.0951
H 0.2742 4.3599 -2.7609
H 2.0972 -2.8225 2.5893
C 9.0434 -3.7157 7.7092
H -11.3805 4.3485 -0.0428
C -3.6300 0.7379 -6.0880
H 5.1949 -6.0504 -2.6562
H -4.1943 4.5873 0.1059
C -0.6769 2.6460 -3.6119
C 8.3566 -2.3949 7.6048
C -1.6783 0.5442 -4.5645
O -1.6445 4.6849 -4.2992
H 10.0305 -6.1875 7.5519
H 1.8063 -4.5697 -2.9225
C -5.7716 4.0451 -2.8369
C 6.6095 -0.9909 6.7167
C 7.3013 -4.7133 6.1944
H 1.9018 3.0231 -1.4594
C -2.6851 2.7638 -5.1863
O 5.5754 -3.2792 5.4769
C 8.6006 -7.1628 6.2795
C 1.1429 1.1391 -2.1536
H 0.1867 -0.5751 -3.0260
C 9.1204 -6.0871 6.9774
C -4.7333 4.2029 -1.9361
H -6.5408 4.7291 0.8837
P 3.6462 -3.6919 1.1107
P 4.5669 -3.9817 -2.5873
C -6.3168 4.5369 -0.1562
C -2.6803 1.3717 -5.2978
C -10.6329 3.8326 -3.7963
H -3.6578 4.5847 -5.7507
C 6.7784 -5.7990 5.5039
O -7.9469 3.8213 -4.5787
C -9.8650 4.2058 -1.5417
C -11.9411 3.8356 -3.3460
C -4.6077 2.8696 -6.6214
H 8.6958 0.7828 8.7038
H 5.0047 -3.5311 -4.6086
H 6.6841 1.0667 7.2943

Cartesian forces (eV/Å) of the 2 atoms listed first:
H -0.011 0.004 -0.002
C -0.001 0.013 0.033

Strongest force on any atom in Eh/bohr: 0.0238
Relative energy (zero: lowest compared OMol25 entry of this formula, charge and spin) in kcal/mol: 0.0
E_LUMO in eV: -1.0
Frontier orbital gap in eV: 7.5
SMILES string: O=C1c2ccccc2C(=O)c2ccccc21.O=C1c2ccccc2C(=O)c2ccccc21.O=C1c2ccccc2C(=O)c2ccccc21.NP(O)#P(Cl)PP(=O)(O)O


# 3
Formula: C8H28BrN10O6
Source: the Open Molecules 2025 dataset
Level of theory: the ωB97M-V functional and the def2-TZVPD basis

Cartesian coordinates (Å):
C 5.6347 1.5644 -0.4911
O -6.1762 1.0306 -3.2266
C -5.0923 -1.2193 2.1135
C -1.2586 3.8034 2.8098
H 6.4128 1.5270 1.5126
H -3.1051 0.9461 -2.6109
O -0.6713 -2.6452 5.4696
H -4.2552 2.1061 -1.9576
N -0.1350 3.3555 3.2509
H 6.4000 2.1392 -1.0126
N 2.8211 -3.1892 -3.8390
H 0.5523 2.9629 2.6235
H 3.7073 1.5377 -0.7282
H -3.6447 -1.6036 0.8143
H 0.9204 -1.9397 -4.6706
C -4.9558 0.7159 -3.2169
N -1.3767 3.4524 1.5603
N -4.9405 0.0759 1.7982
H -5.0565 -0.8721 -4.3194
Br 0.0610 -0.2098 -1.1818
N -4.3983 -0.2160 -3.9240
H 6.8328 -0.1697 -0.3869
C 5.8806 0.1545 -0.8067
O 4.4421 1.9804 -1.1592
N -4.2362 -1.8864 1.5826
H 0.0534 3.3180 4.2425
H -4.1486 -2.7879 2.0296
H 4.7575 1.6137 1.4857
N -4.0340 1.3414 -2.5792
H 3.6381 -3.7636 -3.6884
H 0.2619 -2.0881 2.5459
H 5.0455 -0.4604 -0.4712
O -5.9100 -1.5215 2.9559
C -0.4556 -2.1066 4.4262
H 0.5411 -3.5576 3.4922
H -3.4137 -0.4306 -3.8556
C 2.2989 -3.3720 -5.0333
H -0.9647 -0.4582 3.3452
N 1.3058 -2.6199 -5.3101
O 2.8574 -4.1671 -5.7943
C 5.6160 1.9801 0.9228
O -2.0396 4.3503 3.5073
H -5.5014 0.8160 2.1952
H -4.1447 0.2910 1.2147
H 5.7999 3.0519 0.9963
H 2.4111 -2.4858 -3.2413
N 0.1519 -2.6312 3.3904
H -1.5140 -0.6124 4.9682
H 0.7380 -2.9326 -6.0847
H -2.1276 3.8130 0.9891
N -0.8918 -0.9263 4.2372
H 6.0276 0.0028 -1.8760
H -0.7212 2.9421 0.9858

Cartesian forces (eV/Å) of the 2 atoms listed first:
C -0.261 1.258 -1.723
O 1.840 -0.882 0.049

Strongest force on any atom in Eh/bohr: 0.2200
E_LUMO in eV: 2.1
Charge: -1
Frontier orbital gap in eV: 8.0


# 4
Formula: C14H34NO8PSSi
Source: the Open Molecules 2025 dataset
Level of theory: the ωB97M-V functional and the def2-TZVPD basis

Cartesian coordinates (Å):
C 0.3481 2.9750 6.6951
H 2.7429 -0.2838 -0.6079
H 1.4049 3.1728 -0.4605
H 1.8434 -4.0355 0.1041
H 0.0371 -3.1447 -0.5183
O -1.7470 1.2551 -1.9102
H -3.7524 1.5181 -1.4887
H -2.9825 2.3055 6.4284
H -1.4690 1.0681 4.5090
H 1.4772 -1.4350 -0.0923
C 1.3419 2.3968 -1.2469
O 0.3945 0.6145 -6.7925
H 0.9861 3.8379 6.8741
H -0.3944 1.1299 -6.5990
H -1.7253 1.1499 6.8532
H -1.4347 4.1894 6.7596
C -0.3315 1.4462 1.1233
Si 0.5064 0.8547 -0.5035
C -0.4658 -0.5136 -2.9391
C 1.1506 -4.4613 -1.9684
H 1.6784 -3.8763 -2.7519
H 0.4956 1.6017 1.8417
P 0.7760 -0.3608 -5.5075
H 2.3704 2.1828 -1.6046
C 0.3474 0.4298 -3.8642
H -0.3186 1.2880 -4.0939
O 2.2645 -0.6100 -5.5050
H 0.7600 2.0944 7.1889
H 0.6547 -2.4536 -5.4161
H -1.4214 -0.6413 -0.9864
C -1.4281 2.0738 4.9218
H -1.2343 3.1542 8.1762
C -1.1052 3.2027 7.0951
H -0.9665 2.3330 0.9767
N 0.2306 -1.7980 -2.8215
O -0.6692 -2.8073 -2.4393
C -0.1104 -3.6833 -1.4755
H 0.7826 2.7735 -2.1232
H -1.4050 -0.7465 -3.4860
O 0.0149 -1.8133 -5.7371
O 0.8229 -5.7164 -2.5442
C -0.8985 0.1344 -1.5815
C -3.1038 0.8590 -2.1020
H 1.3023 0.7806 -3.4480
S 0.2751 2.6313 4.9440
H -0.9343 0.6011 1.5254
H 2.1340 -0.2850 1.0877
H 0.2245 -5.4956 -3.2588
H -0.8870 -4.4492 -1.2768
H 2.2976 -5.6500 -0.4730
H 3.1612 -4.2038 -1.0573
O 1.1460 1.5184 4.6449
C -1.9104 2.1155 6.3758
C 1.8397 -0.3969 0.0263
C 2.1667 -4.6019 -0.7890
H 1.0466 -1.7364 -2.2163
O 0.3593 3.8811 4.2274
H -3.3137 -0.1868 -1.8262
H -3.3797 1.0604 -3.1571
H -1.9952 2.7568 4.2908

Cartesian forces (eV/Å) of the 2 atoms listed first:
C -0.111 0.124 0.396
H -0.394 -0.123 0.361

Strongest force on any atom in Eh/bohr: 0.0723
E_LUMO in eV: 0.4
Frontier orbital gap in eV: 9.0
SMILES string: CO[C@@H]([C@@H](CP(=O)(O)O)NOC[C@@H](C)O)[Si](C)(C)C.O=S1(=O)CCCC1


# 5
Formula: C6H11N3PS
Source: the Open Molecules 2025 dataset
Level of theory: the ωB97M-V functional and the def2-TZVPD basis

Cartesian coordinates (Å):
N 0.8776 0.1112 0.6454
H -1.5738 -1.3281 3.2671
C -1.4645 1.9016 3.2467
H 2.4850 0.1935 -0.6942
C -0.2522 -0.5399 0.3666
H -1.9776 -1.3810 0.9500
H 0.4798 -1.8958 -3.2762
S 3.1614 -1.4362 -2.6711
H 1.5448 1.7134 -0.5591
H 0.8142 0.7852 1.4016
N -0.3692 -0.8232 -0.9715
N -1.1424 -0.9073 1.2582
C 1.4907 0.6306 -0.6181
C -0.9445 -0.6551 2.6926
C -1.2266 0.7532 3.0032
H -1.3285 -0.7460 -1.2916
H 0.1028 -0.8477 2.9311
H 1.2418 0.0207 -4.1842
H -0.0494 0.9289 -2.1362
P 1.3731 -0.8317 -3.0746
H -1.6291 2.9537 3.3033
C 0.5336 0.1173 -1.6956

Cartesian forces (eV/Å) of the 2 atoms listed first:
N -0.444 0.864 -0.220
H -0.005 -0.060 -0.040

Strongest force on any atom in Eh/bohr: 0.0236
E_LUMO in eV: -3.1
Charge: +1
Frontier orbital gap in eV: 9.0
SMILES string: C#CCNC1=[NH+][C@H]([PH2]=S)CN1


# 6
Formula: C19H20CoN4O3S
Source: the Open Molecules 2025 dataset
Level of theory: the ωB97M-V functional and the def2-TZVPD basis

Cartesian coordinates (Å):
C 2.3695 1.2010 6.3683
H -1.6501 -3.4225 -2.9800
H -2.0540 0.0904 -5.2146
S 1.4847 -1.6684 0.0230
C -1.6782 -2.2459 -0.4308
H 4.2305 0.9362 7.3987
N 0.4715 1.1359 2.6094
O 2.4628 0.6404 1.6192
N 0.0935 1.1166 1.3231
C -1.1184 -2.4754 -2.8971
C 0.5855 -1.9807 -1.4274
C 4.4492 0.6388 5.2872
Co 1.3433 0.5430 0.1305
C -1.7271 1.2619 -0.2471
H -1.7849 -1.6709 -3.2123
C -1.2956 0.8577 -5.0339
O 0.3482 0.8634 -1.3734
C -2.9288 1.1761 -2.7781
H -4.7729 1.5655 -1.7240
H -2.4658 -1.5208 -0.6442
C -3.1284 1.4608 -0.3896
C -1.5786 0.9886 -2.6899
H -2.1220 -3.2369 -0.3331
N 1.1525 -2.0423 -2.6257
C -1.1730 1.3364 1.0426
C 1.7834 0.8917 2.6789
C 3.8112 0.6257 4.0596
H -1.8055 1.5977 1.8853
H 2.1485 -1.9692 -2.7407
H 0.4845 -3.4568 -4.0347
H 0.2104 -1.7624 -4.4913
C 2.4466 0.9014 3.9859
H -0.4662 0.7201 -5.7210
N -0.7083 -2.2456 -1.5071
C 0.2162 -2.4679 -3.6640
O -0.7470 0.7442 -3.7260
H -3.4213 1.1543 -3.7397
H 5.5078 0.4260 5.3477
H -1.1793 -1.9833 0.4983
H 1.8135 1.4243 7.2687
C -3.7081 1.4134 -1.6164
H 4.3589 0.4046 3.1543
C 3.7293 0.9263 6.4397
C -0.9252 1.0211 -1.4072
H -1.7347 1.8448 -5.1880
H 0.6668 1.3999 5.0760
H -3.7197 1.6516 0.4962
C 1.7246 1.1891 5.1447

Cartesian forces (eV/Å) of the 2 atoms listed first:
C 0.013 -0.008 -0.014
H 0.013 -0.008 0.022

Strongest force on any atom in Eh/bohr: 0.0277
Relative energy (zero: lowest compared OMol25 entry of this formula, charge and spin) in kcal/mol: 0.0
E_LUMO (alpha / beta) in eV: -5.0 / -4.9
Charge: +1
Frontier orbital gap (alpha / beta) in eV: 5.9 / 6.0


# 7
Formula: C10H41B2KO11
Source: the Open Molecules 2025 dataset
Level of theory: the ωB97M-V functional and the def2-TZVPD basis

Cartesian coordinates (Å):
H -3.0136 4.4211 -1.1899
O 9.3018 4.2980 -1.7596
H -7.3193 3.2647 3.5304
H 6.5166 5.6620 0.6638
H -0.6838 0.9790 0.0081
H -4.4094 3.2032 -2.7666
O 1.7089 -6.1103 -1.2229
H 2.5206 -5.7564 -2.9982
H 0.2044 1.6627 -1.2927
C 8.4554 3.5727 -0.9401
C 1.6611 -7.8137 -3.1037
H -6.5568 4.3217 -1.7004
H -4.9242 1.9746 6.1213
H 0.2446 -0.0822 -1.0031
O -2.0768 -3.3622 -0.1011
O 7.2271 5.0166 0.6476
H -5.4308 1.7008 3.1137
C 3.6684 -1.2231 4.9365
H 9.1050 3.4075 -0.0805
C 4.3706 -1.8267 3.7209
H -3.6449 -5.5273 -3.6241
C 7.1177 4.2377 -0.5309
O -6.0570 6.1608 -2.6091
B -3.2998 -4.6547 -4.1566
K 0.8085 1.7630 -6.0795
H 8.3020 2.6962 -1.5696
H 6.7385 4.6981 -1.4432
C -5.9611 4.6967 -2.5327
H 2.9221 -0.4889 4.6327
O -5.5813 2.5988 6.4380
H -3.9307 4.7994 -3.2815
H -5.6594 6.5040 -3.4127
H 2.2631 -5.4161 -0.8589
H -6.4107 4.2472 -3.4181
H -4.9076 3.6027 4.7646
C -6.7514 2.7105 4.2778
H -7.5817 2.2193 4.7852
H -2.2858 -4.4596 -3.8437
H 5.2468 -1.1996 3.5563
C 2.3503 -6.6084 -2.3400
H 0.9739 -8.4469 -2.5426
H 4.6703 -2.8380 3.9959
H -3.9051 -3.8146 -3.8531
H -1.4913 -2.6413 -0.3440
H 3.3506 -6.7461 -1.9295
H 8.9342 4.5011 -2.6229
H 4.3771 -0.9612 5.7221
O -3.8876 4.7933 -1.3278
H -2.4185 -3.6655 -0.9454
H -1.6136 -4.1293 0.2433
H -6.1653 4.4500 5.3924
O -6.1674 1.5467 3.7097
C -4.4789 4.2601 -2.5090
H 2.4380 -8.5484 -3.3154
B 0.2422 0.8918 -0.5388
H 1.0331 1.0557 0.1767
O 0.8848 -7.4506 -4.1703
H 2.0473 -2.0771 4.9521
H -3.2453 -4.8925 -5.2077
O 2.7975 -2.2336 5.5304
H 0.1918 -6.8628 -3.8606
H 6.3544 3.4849 -0.3340
O 3.4927 -1.9325 2.6818
C -5.8483 3.4130 5.2815
H 3.1858 -1.0461 2.4774

Cartesian forces (eV/Å) of the 2 atoms listed first:
H 0.088 -0.159 -0.015
O 1.287 2.147 -0.723

Strongest force on any atom in Eh/bohr: 0.0972
Relative energy (zero: lowest compared OMol25 entry of this formula, charge and spin) in kcal/mol: 162.1
E_LUMO in eV: -2.6
Frontier orbital gap in eV: 5.0


| no. | E_tot (eV) |
| --- | --- |
| 1 | -2331152.074 |
| 2 | -115689.010 |
| 3 | -105983.822 |
| 4 | -60940.959 |
| 5 | -30986.761 |
| 6 | -80586.516 |
| 7 | -51219.143 |